Entry from OMol25: a cluster of 2 separate species, C8H15NSi2 in total in a non-equilibrium geometry (ωB97M-V with the def2-TZVPD basis set).

The geometry in XYZ format:
```
26
Properties=species:S:1:pos:R:3:forces:R:3
C 3.871720 -1.129750 -1.211243 -0.965 0.292 1.482
C 1.056865 2.223637 1.336509 -1.276 -1.889 2.034
C -4.246078 -0.098817 0.458468 1.631 -3.851 -2.144
C -0.666531 1.210367 -1.684863 -3.121 -0.143 0.450
C 3.154223 -0.248740 -0.475340 0.374 -0.759 -0.375
C 0.973715 0.973750 1.721211 -0.205 -3.219 0.108
C -2.935105 -0.095602 0.437991 1.348 2.049 0.335
C -0.419279 -0.030022 -1.282572 -2.929 0.175 0.876
N -0.916625 -2.112023 0.815225 0.843 1.524 -0.053
Si 1.942914 -0.513382 0.942764 -0.397 -1.079 0.908
Si -1.699241 -1.250980 -0.417702 0.439 2.259 0.076
H 4.719661 -0.885232 -1.810199 0.167 0.696 -0.587
H 3.713126 -2.181776 -1.161558 -0.262 -0.748 0.273
H 0.472376 2.938082 1.800757 -1.101 1.604 0.551
H 1.721843 2.428264 0.633245 2.766 1.574 -3.005
H -4.725835 0.663491 0.843483 -2.720 3.582 1.963
H -4.783555 -0.891952 -0.004874 -0.698 -0.580 -0.200
H 0.057361 1.886614 -2.015099 1.308 0.888 -0.454
H -1.725853 1.662821 -1.670397 1.576 -0.921 -0.115
H 3.394322 0.765860 -0.707117 0.071 0.891 0.109
H 0.181403 0.593143 2.407711 0.767 0.530 -0.288
H -2.638099 0.904938 0.881025 0.737 -1.295 -0.315
H 0.571118 -0.288508 -1.173683 2.334 -0.878 -0.316
H -1.085139 -3.082504 0.904964 0.275 -1.287 0.056
H 2.514255 -1.637120 1.925132 -0.769 1.370 -1.009
H -2.503566 -1.804569 -1.493838 -0.192 -0.784 -0.357
```
Positions in Å, forces in eV/Å.

* F_max: 4.9 eV/Å
* M: 181.4 g/mol
* ΔE to the lowest compared entry with this formula, charge and spin: 173.8 kcal per mole
* frontier orbital gap (alpha / beta): 7.72 / 5.38 eV

Atom charges from the Löwdin analysis, given in e for atoms 1 to 2: C -0.04; C -0.04